Record 1
Entry from the OMol25 dataset: an isolated ion of composition C8H14N3S and charge +1 at a distorted geometry (the ωB97M-V functional and the def2-TZVPD basis).

As for the spin multiplicity: 1. Its HOMO energy (spin up / spin down) is -12.6 / -12.6 eV. For the relative energy (zero: lowest compared OMol25 entry of this formula, charge and spin), the calculation gives 2.860 eV. For the HOMO-LUMO gap (spin up / spin down), the calculation gives 8.11 / 8.11 eV. The net charge is +1. As for the total energy: -875.316848 Eh.

Last columns: bonded neighbours and bond lengths (Å).
Element x y z (Å)
1 C -1.241 -0.469 -1.318  C3 1.426, S12 1.550
2 C 0.913 -1.828 -0.111  N9 1.229, N11 1.312, S12 2.126
3 C -2.254 0.529 -1.427  C1 1.426, C4 1.548, H13 1.097, H14 1.098
4 C -1.796 1.924 -0.940  C3 1.548, C5 1.527, H15 1.090, H16 1.090
5 C -1.421 1.997 0.538  C4 1.527, C6 1.537, H17 1.090, H18 1.091
6 C -0.114 1.293 0.938  C5 1.537, C7 1.527, N10 1.441, H19 1.101
7 C 1.119 1.799 0.192  C6 1.527, H20 1.089, H21 1.088, H22 1.086
8 C 2.318 -3.383 1.123  N11 1.453, H23 1.093, H24 1.088, H25 1.088
9 N 0.648 -0.893 0.642  C2 1.229, N10 1.253
10 N -0.326 -0.127 0.822  C6 1.441, N9 1.253
11 N 1.664 -2.903 -0.082  C2 1.312, C8 1.453, H26 1.010
12 S -0.391 -1.678 -1.784  C1 1.550, C2 2.126
13 H -2.632 0.600 -2.455  C3 1.097
14 H -3.087 0.201 -0.791  C3 1.098
15 H -0.967 2.263 -1.561  C4 1.090
16 H -2.632 2.602 -1.108  C4 1.090
17 H -1.315 3.050 0.801  C5 1.090
18 H -2.231 1.582 1.140  C5 1.091
19 H 0.030 1.480 2.013  C6 1.101
20 H 1.072 1.547 -0.866  C7 1.089
21 H 2.019 1.352 0.609  C7 1.088
22 H 1.194 2.877 0.293  C7 1.086
23 H 3.317 -2.953 1.226  C8 1.093
24 H 1.722 -3.110 1.992  C8 1.088
25 H 2.401 -4.468 1.072  C8 1.088
26 H 1.991 -3.286 -0.958  N11 1.010


Record 2
Entry from the OMol25 dataset: an isolated ion of composition C8H14NO and charge +1 at a distorted geometry (the ωB97M-V functional and the def2-TZVPD basis).

As for the spin multiplicity: 1. Its HOMO energy is -13.1 eV. Its SMILES is CC1=C(C)[C@@]2(CO2)[N@H+](C)C1. For the relative energy (zero: lowest compared OMol25 entry of this formula, charge and spin), the calculation gives 2.940 eV. For the HOMO-LUMO gap, the calculation gives 10.24 eV. The net charge is +1. As for the total energy: -442.878803 Eh.

Last columns: bonded neighbours and bond lengths (Å).
Element x y z (Å)
1 C -1.328 2.303 0.697  C2 1.503, H11 1.096, H12 1.090, H13 1.153
2 C -0.667 1.058 0.175  C1 1.503, C3 1.359, C10 1.489
3 C -0.781 -0.214 0.641  C2 1.359, C4 1.482, C5 1.543
4 C -1.175 -0.571 2.024  C3 1.482, H14 1.098, H15 1.106, H16 1.084
5 C 0.039 -1.204 -0.213  C3 1.543, C6 1.487, O7 1.366, N8 1.521
6 C -0.316 -2.495 -0.860  C5 1.487, O7 1.444, H17 1.146, H18 1.013
7 O 0.783 -2.317 0.060  C5 1.366, C6 1.444
8 N 0.828 -0.221 -1.065  C5 1.521, C9 1.463, C10 1.482, H19 1.012
9 C 2.254 -0.142 -0.750  N8 1.463, H20 1.107, H21 1.137, H22 1.118
10 C 0.197 1.120 -1.036  C2 1.489, N8 1.482, H23 1.116, H24 1.103
11 H -1.580 2.880 -0.200  C1 1.096
12 H -0.533 2.831 1.223  C1 1.090
13 H -2.276 2.230 1.348  C1 1.153
14 H -0.342 -0.215 2.643  C4 1.098
15 H -1.326 -1.653 2.199  C4 1.106
16 H -2.044 0.060 2.169  C4 1.084
17 H -1.300 -3.021 -0.599  C6 1.146
18 H -0.096 -2.677 -1.831  C6 1.013
19 H 1.007 -0.641 -1.968  N8 1.012
20 H 2.558 -1.193 -0.582  C9 1.107
21 H 2.922 0.351 -1.527  C9 1.137
22 H 2.432 0.460 0.175  C9 1.118
23 H -0.329 1.526 -1.932  C10 1.116
24 H 1.073 1.743 -0.787  C10 1.103